A structure of composition C13H23CaFNP at a distorted geometry. Source: OMol25; level of theory: ωB97M-V with the def2-TZVPD basis set.

The geometry in XYZ format:
```
40
C13H23CaFNP | OMol25 | ωB97M-V with the def2-TZVPD basis set
C -2.766 0.248 -2.393
C -2.540 -0.984 -1.786
C -1.799 -1.073 -0.593
C -1.300 0.098 -0.018
C -1.482 1.315 -0.643
C -2.243 1.400 -1.821
C -1.631 -2.424 0.060
C -0.212 -3.079 0.110
N 0.953 -2.212 0.205
Ca -0.959 -0.013 2.539
C -0.879 2.582 -0.047
P 0.734 2.310 0.776
H -2.962 -1.924 -2.205
H -2.395 2.377 -2.288
H -3.365 0.295 -3.303
H -1.543 3.055 0.700
H -0.733 3.344 -0.839
H -2.017 -2.452 1.092
H -2.241 -3.160 -0.499
H -0.197 -3.721 1.011
C 1.492 3.749 1.585
C 1.830 1.997 -0.644
H -0.055 -3.718 -0.786
C 1.485 -1.624 -0.999
C 1.938 -2.599 1.199
H 0.164 1.973 2.166
H 1.949 -2.435 -1.599
H 0.670 -1.142 -1.583
H 2.250 -0.872 -0.731
H 2.504 -3.474 0.807
H 2.636 -1.772 1.409
H 1.435 -2.884 2.148
H 2.051 2.907 -1.230
H 2.794 1.589 -0.307
H 1.406 1.275 -1.351
H 1.685 4.612 0.929
H 0.826 4.087 2.392
H 2.437 3.415 2.041
H 0.898 0.936 1.333
F -0.814 -1.999 3.161
```

Properties
DFT total energy ... -1682.62191 Ha
Frontier orbital gap ... 0.240 Eh

***

An isolated molecule of C13H23ClN4O5 at a distorted geometry. Source: OMol25; level of theory: ωB97M-V with the def2-TZVPD basis set.

The geometry in XYZ format:
```
46
C13H23ClN4O5 | OMol25 | ωB97M-V with the def2-TZVPD basis set
O 0.828 -1.588 -1.061
O 0.543 -0.841 3.191
O -2.985 -1.995 1.702
O -1.262 2.050 0.457
Cl 1.791 -3.943 0.437
O 2.225 0.450 1.457
C 1.625 -1.215 -0.197
C -0.504 -1.429 3.333
C -2.768 -0.818 1.472
C -0.681 1.104 -0.087
N -0.496 -2.743 2.951
N -2.450 -0.056 2.596
N -1.455 -0.013 -0.383
N 1.605 0.139 0.243
C 2.491 -2.263 0.541
C -1.812 -0.705 3.760
C 2.954 1.804 -3.672
C 0.252 2.703 -2.357
C 2.618 1.732 -2.190
C -3.641 -1.092 -0.878
C 1.108 1.487 -1.897
C -2.817 -0.233 0.089
C 0.842 1.224 -0.377
H 1.721 0.033 2.222
H -1.430 -3.164 2.719
H 0.294 -2.997 2.355
H -2.197 0.913 2.373
H -0.910 -0.831 -0.628
H 2.647 -2.041 1.611
H 3.440 -2.213 0.033
H -2.453 -1.362 4.308
H -1.544 0.100 4.500
H 2.578 2.726 -4.100
H 2.529 0.972 -4.217
H 4.020 1.892 -3.834
H -0.823 2.510 -2.173
H 0.594 3.625 -1.861
H 0.358 2.863 -3.468
H 2.945 2.639 -1.676
H 3.204 0.916 -1.763
H -4.663 -1.122 -0.527
H -3.631 -0.662 -1.873
H -3.200 -2.109 -0.950
H 0.724 0.697 -2.536
H -3.312 0.742 0.209
H 1.099 2.113 0.147
```

Properties
SMILES ... CC[C@H](C)[C@@H](C(=O)N[C@@H](C)C(=O)NCC(N)=O)N(O)C(=O)CCl
DFT total energy ... -1564.59547 Ha
Frontier orbital gap ... 0.371 Eh